ORCA calculation (ωB97M-V with the def2-TZVPD basis set) on 2 unconnected molecules or ions with the total composition H2N2O2S.

Summary:
**ΔE to the lowest compared entry with this formula, charge and spin**: 4.606 eV
**LUMO energy (spin up / spin down)**: -1.0 / -1.6 eV
**Multiplicity**: 1
**Gap between HOMO and LUMO (spin up / spin down)**: 7.91 / 7.23 eV
**HOMO level (spin up / spin down)**: -8.873 / -8.804 eV

Each line ends with the natural charge from an NBO analysis.
Atoms and positions in Å:
N 0.485620 0.289879 -0.099554  -0.506
N -0.607431 -0.096221 0.439408  0.066
O 2.848690 0.282226 -0.270656  -0.831
O -1.745750 0.498389 -0.015325  -0.542
S 1.693417 -0.677772 -0.209105  1.215
H -1.022790 -1.736335 0.511174  0.111
H -1.651754 1.439831 -0.355943  0.488

Atomic forces in eV per Å
N -2.64 0.69 -0.17
N -0.36 -1.80 0.74
O -0.69 -1.96 -0.09
O -0.93 1.26 -0.49
S 3.09 1.35 -0.02
H 0.72 2.00 -0.40
H 0.82 -1.54 0.43


ORCA calculation (ωB97M-V with the def2-TZVPD basis set) on a single H2N2O3 molecule.

Summary:
**ΔE to the lowest compared entry with this formula, charge and spin**: 0.125 eV
**LUMO energy**: 0.2 eV
**Multiplicity**: 1
**Gap between HOMO and LUMO**: 11.57 eV
**HOMO level**: -11.360 eV

Each line ends with the natural charge from an NBO analysis.
Atoms and positions in Å:
O 1.166153 0.265319 -1.524475  -0.374
N 0.180047 0.038440 -0.878192  0.608
O -0.937212 -0.192873 -1.281419  -0.373
N 0.396763 -0.179313 0.482319  -0.189
O -0.723089 0.182632 1.232750  -0.525
H 1.090664 0.549585 0.714468  0.371
H -1.173326 -0.663791 1.254549  0.483

Atomic forces in eV per Å
O 0.47 0.40 -0.19
N -1.24 -0.99 -1.20
O 0.22 0.32 -0.04
N 1.04 1.62 1.39
O 0.24 -0.49 -0.35
H -0.07 -0.75 0.03
H -0.65 -0.09 0.36


ORCA calculation (ωB97M-V with the def2-TZVPD basis set) on 2 unconnected molecules or ions with the total composition H2N2O3S.

Summary:
**ΔE to the lowest compared entry with this formula, charge and spin**: 1.556 eV
**LUMO energy**: -1.2 eV
**Multiplicity**: 1
**Gap between HOMO and LUMO**: 9.16 eV
**HOMO level**: -10.408 eV

Each line ends with the natural charge from an NBO analysis.
Atoms and positions in Å:
N 0.188517 -1.349522 -0.019817  -0.482
N 0.416813 -0.327292 0.713386  0.167
O 1.788766 0.015231 0.883046  -0.450
O -1.659356 0.836746 -0.809791  -0.880
O -0.152144 2.778303 -0.401988  -0.820
S -0.948147 1.683393 0.132800  1.667
H 1.054485 -1.946143 -0.321477  0.394
H -0.688934 -1.690715 -0.176159  0.405

Atomic forces in eV per Å
N 6.25 -0.57 0.19
N 6.43 1.28 0.68
O -7.13 -2.38 -1.11
O 0.57 0.61 0.58
O -0.86 -1.43 0.47
S -0.28 1.51 -1.13
H -1.99 1.51 0.59
H -2.99 -0.52 -0.27


ORCA calculation (ωB97M-V with the def2-TZVPD basis set) on a single H2N2O3S molecule.

Summary:
**ΔE to the lowest compared entry with this formula, charge and spin**: 2.413 eV
**LUMO energy**: -0.9 eV
**Multiplicity**: 1
**Gap between HOMO and LUMO**: 9.60 eV
**HOMO level**: -10.503 eV

Each line ends with the natural charge from an NBO analysis.
Atoms and positions in Å:
N 1.224133 -0.031891 -0.501400  -1.067
N -1.212929 -0.458296 0.035907  0.370
O -2.216562 -0.627338 -0.647335  -0.329
O -0.778792 -1.137752 0.933413  -0.345
O -0.000671 1.913734 0.879402  -0.847
S -0.064952 0.986616 -0.474890  1.364
H 2.087200 0.333283 -0.025181  0.432
H 0.962572 -0.978354 -0.199919  0.423

Atomic forces in eV per Å
N 1.13 -0.15 0.40
N -0.89 -1.04 -0.96
O 1.30 0.45 1.26
O -0.74 0.11 -0.23
O -0.09 -3.69 -5.43
S 0.16 4.18 5.39
H -1.40 -0.42 -0.55
H 0.53 0.56 0.11


Question: Look up the multiplicity of the first one.
Answer: 1